# 1
Below is C45H95F6MnN8O17S6 as an isolated structure at a distorted geometry, with properties calculated with ωB97M-V with the def2-TZVPD basis set.

Last column: Mulliken charge in e.
Geometry (Å):
Mn (-3.555, -0.106, -2.568)  1.431
N (-3.849, 0.813, -4.209)  0.465
S (-4.735, 1.320, -5.417)  0.669
O (-4.422, 0.698, -6.701)  -0.462
O (-5.432, 2.618, -5.339)  -0.593
F (-5.952, 0.320, -4.871)  -0.351
S (-2.639, 1.831, -4.956)  0.433
O (-2.630, 3.243, -4.879)  -0.550
O (-1.866, 1.216, -6.050)  -0.497
F (-1.707, 1.661, -3.658)  -0.180
N (-2.593, 0.685, -1.061)  1.633
S (-2.837, 2.162, -0.112)  0.558
O (-2.238, 3.273, -0.838)  -0.432
O (-2.785, 2.193, 1.369)  -0.473
F (-4.346, 2.449, -0.515)  -0.285
S (-1.193, 0.558, -0.431)  -0.228
O (-1.021, -0.307, 0.701)  0.222
O (-0.253, 1.641, -0.615)  -0.538
F (-0.819, -0.432, -1.597)  -0.756
N (-1.854, -1.664, -6.650)  -0.047
S (-1.228, -1.959, -5.121)  0.563
O (-0.389, -3.136, -4.933)  -0.473
O (-2.027, -1.449, -4.039)  0.211
F (-0.181, -0.705, -5.219)  -0.205
S (-2.871, -2.688, -6.557)  0.916
O (-4.104, -2.541, -5.822)  -0.585
O (-2.403, -4.065, -6.741)  -0.673
F (-3.486, -2.501, -8.083)  -0.411
C (0.509, -0.986, 6.882)  -1.245
C (0.767, -2.503, 6.510)  1.949
C (-0.344, -3.417, 6.929)  -1.758
C (-1.555, -3.235, 6.157)  -0.902
C (-1.290, -3.614, 4.673)  -0.809
C (-0.183, -2.695, 4.047)  1.728
N (0.931, -2.609, 5.049)  0.374
O (2.107, -2.054, 4.606)  -0.564
C (0.330, -3.418, 2.806)  -2.040
C (-0.889, -1.367, 3.740)  -0.522
C (2.069, -3.010, 7.157)  -2.020
H (0.424, -0.241, 6.091)  0.019
H (1.233, -0.671, 7.634)  0.394
H (-0.470, -0.837, 7.337)  0.275
H (-0.037, -4.437, 6.697)  0.457
H (-0.464, -3.695, 7.976)  0.481
H (-1.934, -2.233, 6.357)  0.316
H (-2.181, -4.010, 6.600)  0.519
H (-2.238, -3.471, 4.153)  -0.155
H (-0.995, -4.657, 4.561)  0.571
H (1.189, -2.982, 2.298)  0.479
H (0.475, -4.475, 3.030)  0.504
H (-0.531, -3.425, 2.138)  0.108
H (-1.787, -1.341, 3.123)  -0.175
H (-1.235, -0.767, 4.581)  0.527
H (-0.210, -0.918, 3.015)  -0.515
H (2.204, -3.997, 6.715)  0.497
H (2.040, -2.965, 8.246)  0.426
H (2.977, -2.509, 6.824)  0.372
H (1.808, -1.152, 4.469)  0.450
C (3.702, 2.921, 6.582)  -2.019
C (2.449, 3.440, 5.691)  2.080
C (2.733, 4.850, 5.065)  -1.520
C (1.899, 5.314, 3.866)  -0.832
C (1.675, 4.167, 2.851)  -0.814
C (1.265, 2.852, 3.439)  1.944
N (2.183, 2.474, 4.578)  -0.349
O (2.211, 1.158, 4.978)  0.073
C (-0.289, 2.952, 3.844)  -1.517
C (1.318, 1.691, 2.313)  -1.024
C (1.219, 3.578, 6.651)  -1.505
H (4.513, 2.580, 5.939)  0.473
H (3.557, 2.081, 7.261)  0.332
H (4.164, 3.680, 7.214)  0.465
H (2.499, 5.633, 5.787)  0.473
H (3.796, 5.089, 5.025)  0.446
H (2.479, 6.109, 3.396)  0.399
H (0.947, 5.691, 4.239)  0.316
H (2.604, 4.127, 2.283)  0.542
H (0.926, 4.578, 2.174)  0.197
H (-1.018, 2.957, 3.034)  0.303
H (-0.628, 2.212, 4.570)  0.067
H (-0.436, 3.781, 4.537)  0.414
H (0.536, 1.860, 1.573)  -0.001
H (2.239, 1.760, 1.734)  0.702
H (1.032, 0.675, 2.582)  -0.822
H (0.686, 4.502, 6.427)  0.314
H (1.396, 3.604, 7.727)  0.446
H (0.615, 2.705, 6.406)  0.079
H (3.137, 1.049, 4.751)  0.302
C (3.007, -3.978, -0.769)  -1.891
C (2.290, -2.890, -1.638)  1.970
C (2.482, -1.509, -0.833)  -0.580
C (3.785, -0.832, -1.083)  -1.992
C (3.875, -0.567, -2.480)  -0.489
C (4.025, -1.893, -3.354)  0.819
N (2.805, -2.773, -3.050)  0.860
O (2.825, -4.001, -3.726)  -0.474
C (3.984, -1.300, -4.832)  -1.548
C (5.325, -2.581, -3.056)  -1.885
C (0.769, -3.125, -1.594)  -1.070
H (2.407, -4.077, 0.135)  0.295
H (4.027, -3.761, -0.451)  0.285
H (3.111, -4.925, -1.299)  0.453
H (1.628, -0.864, -1.037)  -0.432
H (2.223, -1.523, 0.225)  0.381
H (4.574, -1.533, -0.809)  0.608
H (3.839, -0.043, -0.333)  0.287
H (4.767, 0.032, -2.665)  1.572
H (3.001, 0.020, -2.764)  0.051
H (4.925, -0.838, -5.130)  0.455
H (3.981, -2.008, -5.661)  0.530
H (3.053, -0.773, -5.040)  -0.135
H (6.190, -1.931, -3.192)  0.400
H (5.370, -3.215, -2.170)  0.259
H (5.503, -3.142, -3.973)  0.634
H (0.583, -4.092, -2.060)  0.618
H (0.322, -2.447, -2.321)  -0.404
H (0.295, -3.153, -0.613)  -0.070
H (3.714, -4.352, -3.639)  0.326
C (3.607, 4.871, -2.169)  -1.954
C (2.674, 3.792, -2.384)  2.552
C (1.301, 4.433, -2.395)  -1.216
C (0.831, 4.993, -3.752)  -1.140
C (1.038, 3.781, -4.725)  -1.165
C (2.487, 3.274, -4.819)  1.873
N (2.910, 2.879, -3.522)  1.286
O (4.267, 2.433, -3.492)  -0.672
C (2.473, 1.992, -5.669)  -2.042
C (3.364, 4.328, -5.554)  -1.823
C (2.679, 2.898, -1.147)  -2.247
H (3.722, 5.126, -1.115)  0.425
H (3.340, 5.685, -2.842)  0.381
H (4.595, 4.594, -2.538)  0.324
H (0.635, 3.587, -2.228)  0.056
H (1.221, 5.302, -1.741)  0.441
H (1.273, 5.936, -4.075)  0.499
H (-0.240, 5.191, -3.708)  0.571
H (0.688, 3.897, -5.751)  0.660
H (0.371, 2.988, -4.388)  -0.167
H (1.765, 1.293, -5.224)  0.106
H (2.031, 2.184, -6.647)  0.551
H (3.473, 1.591, -5.836)  0.443
H (2.870, 4.660, -6.467)  0.428
H (3.416, 5.255, -4.983)  0.260
H (4.276, 3.975, -6.035)  0.361
H (2.127, 3.359, -0.328)  0.575
H (3.699, 2.648, -0.854)  0.555
H (2.434, 1.853, -1.337)  -0.454
H (4.146, 1.489, -3.367)  0.458
C (-7.326, -2.024, -0.484)  -1.700
C (-6.036, -1.251, -0.538)  1.977
C (-5.416, -1.094, 0.840)  -1.279
C (-4.854, -2.365, 1.524)  -1.069
C (-3.772, -2.867, 0.636)  -1.234
C (-4.263, -3.195, -0.747)  2.387
N (-5.015, -1.965, -1.319)  1.101
O (-5.230, -2.029, -2.730)  -0.205
C (-3.000, -3.416, -1.639)  -2.282
C (-5.101, -4.491, -0.721)  -1.608
C (-6.240, 0.089, -1.081)  -1.475
H (-8.120, -1.284, -0.384)  0.557
H (-7.461, -2.630, 0.412)  0.312
H (-7.426, -2.621, -1.390)  0.173
H (-4.519, -0.479, 0.762)  -0.185
H (-6.096, -0.520, 1.470)  0.735
H (-5.606, -3.121, 1.750)  0.497
H (-4.436, -2.221, 2.520)  0.417
H (-3.485, -3.792, 1.136)  0.473
H (-2.889, -2.232, 0.693)  -0.661
H (-2.180, -2.738, -1.402)  -0.061
H (-2.551, -4.376, -1.384)  0.733
H (-3.191, -3.376, -2.712)  0.563
H (-5.842, -4.548, -1.519)  0.269
H (-4.494, -5.318, -1.088)  0.506
H (-5.397, -4.665, 0.314)  0.344
H (-6.713, 0.796, -0.399)  0.443
H (-6.906, 0.069, -1.944)  0.453
H (-5.341, 0.574, -1.461)  -0.286
H (-5.968, -2.636, -2.820)  0.284

## Properties
Net charge = -1
LUMO level (spin up / spin down) = 0.272 / 0.129 eV
DFT total energy = -7627.50628 Ha
Gap between HOMO and LUMO (spin up / spin down) = 6.613 / 6.470 eV
Multiplicity = 6

***

# 2
Below is a 2-piece molecular cluster, C6H16N overall, with properties calculated with ωB97M-V with the def2-TZVPD basis set.

Last column: Mulliken charge in e.
Geometry (Å):
C (-1.267, -1.155, -1.995)  -1.252
C (-1.843, -0.814, -0.653)  -0.389
C (-2.192, 0.417, -0.284)  0.168
C (-2.845, 0.759, 1.025)  -1.106
H (-0.926, -0.254, -2.514)  0.341
H (-0.423, -1.849, -1.924)  0.329
H (-2.005, -1.628, -2.640)  0.348
H (-2.068, -1.626, 0.035)  0.370
H (-1.994, 1.241, -0.968)  0.348
H (-3.372, -0.090, 1.458)  0.333
H (-2.113, 1.112, 1.756)  0.230
H (-3.553, 1.573, 0.888)  0.343
C (3.186, 0.229, 1.368)  -1.129
C (2.566, 0.137, -0.007)  -0.412
N (1.063, 0.232, 0.084)  -0.322
H (4.268, 0.223, 1.253)  0.335
H (2.936, 1.177, 1.847)  0.371
H (2.896, -0.598, 2.014)  0.370
H (2.873, 0.926, -0.687)  0.364
H (2.796, -0.821, -0.472)  0.354
H (0.652, -0.547, 0.611)  0.406
H (0.566, 0.284, -0.809)  0.227
H (0.801, 1.071, 0.612)  0.372

## Properties
Net charge = +1
LUMO level = -3.347 eV
DFT total energy = -292.69877 Ha
Gap between HOMO and LUMO = 9.692 eV
Multiplicity = 1

***

# 3
Below is C43H53BBrCdN8O2S3 as an isolated structure at a distorted geometry, with properties calculated with ωB97M-V with the def2-TZVPD basis set.

Last column: Mulliken charge in e.
Geometry (Å):
Cd (-0.161, 1.964, 1.462)  2.035
C (-4.057, 2.292, -2.054)  -1.894
C (-2.785, 1.558, -2.291)  -0.397
C (-2.281, 1.308, -3.540)  -0.717
C (-1.042, 0.626, -3.674)  -0.276
N (-0.389, 0.226, -2.626)  -0.337
N (-0.883, 0.412, -1.402)  0.817
B (-0.164, -0.382, -0.390)  -0.724
N (1.257, -0.653, -0.634)  0.636
N (1.594, -1.948, -0.705)  -0.612
C (2.774, -2.293, -1.117)  0.210
C (3.728, -1.311, -1.510)  -0.704
C (3.425, 0.016, -1.405)  -0.027
C (4.348, 1.113, -1.803)  -1.799
C (2.134, 0.355, -0.896)  0.387
S (1.675, 1.942, -0.614)  -0.418
C (3.077, -3.772, -1.240)  2.142
C (3.235, -4.091, -2.736)  -1.609
C (4.381, -4.100, -0.501)  -1.766
C (1.934, -4.603, -0.651)  -1.828
N (-0.937, -1.411, 0.294)  0.498
N (-1.933, -1.910, -0.437)  -0.516
C (-2.542, -2.990, -0.053)  -0.151
C (-2.191, -3.615, 1.176)  -0.685
C (-1.205, -3.088, 1.966)  0.182
C (-0.815, -3.648, 3.286)  -1.871
C (-0.539, -1.913, 1.496)  1.175
S (0.650, -1.075, 2.312)  -0.180
C (-3.579, -3.489, -1.038)  2.406
C (-2.862, -3.660, -2.386)  -1.580
C (-4.663, -2.411, -1.162)  -1.577
C (-4.209, -4.819, -0.635)  -2.308
C (-2.035, 1.098, -1.160)  1.591
S (-2.513, 1.380, 0.426)  -0.540
C (-0.380, 0.262, -4.986)  2.287
C (1.000, 0.933, -5.005)  -1.508
C (-1.183, 0.690, -6.213)  -2.269
C (-0.215, -1.265, -4.996)  -1.500
H (-4.535, 2.567, -2.990)  0.470
H (-3.869, 3.194, -1.470)  0.338
H (-4.737, 1.683, -1.457)  0.327
H (-2.810, 1.646, -4.417)  0.670
H (4.689, -1.620, -1.885)  0.467
H (5.265, 0.719, -2.233)  0.469
H (4.594, 1.734, -0.941)  0.351
H (3.850, 1.763, -2.522)  0.320
H (4.076, -3.555, -3.170)  0.377
H (2.333, -3.824, -3.284)  0.263
H (3.414, -5.155, -2.865)  0.470
H (5.226, -3.560, -0.922)  0.331
H (4.592, -5.163, -0.584)  0.477
H (4.292, -3.848, 0.554)  0.382
H (0.999, -4.383, -1.159)  0.246
H (1.809, -4.380, 0.405)  0.357
H (2.153, -5.663, -0.759)  0.505
H (-2.720, -4.498, 1.490)  0.620
H (-1.337, -4.579, 3.488)  0.429
H (-1.054, -2.925, 4.069)  0.304
H (0.263, -3.807, 3.321)  0.380
H (-2.422, -2.717, -2.701)  0.203
H (-3.561, -3.995, -3.146)  0.457
H (-2.069, -4.401, -2.302)  0.350
H (-4.214, -1.459, -1.432)  0.225
H (-5.191, -2.290, -0.219)  0.365
H (-5.382, -2.692, -1.925)  0.449
H (-3.457, -5.599, -0.538)  0.467
H (-4.906, -5.124, -1.412)  0.420
H (-4.766, -4.736, 0.295)  0.459
H (0.898, 2.016, -5.000)  0.341
H (1.545, 0.638, -5.896)  0.444
H (1.567, 0.635, -4.127)  0.222
H (-1.293, 1.771, -6.264)  0.457
H (-2.168, 0.230, -6.222)  0.451
H (-0.653, 0.366, -7.105)  0.422
H (0.351, -1.586, -4.126)  0.163
H (0.309, -1.578, -5.895)  0.458
H (-1.188, -1.753, -4.975)  0.327
O (2.968, 6.332, 1.353)  -0.542
C (2.344, 5.945, 0.211)  0.779
C (2.804, 6.320, -1.046)  -0.717
C (2.146, 5.899, -2.188)  -0.815
C (0.994, 5.142, -2.085)  -0.510
C (0.521, 4.783, -0.836)  -0.581
C (1.194, 5.154, 0.315)  -0.142
C (0.732, 4.663, 1.674)  0.505
O (-0.444, 3.989, 1.683)  -1.239
N (1.871, 3.817, 2.191)  -0.230
N (1.400, 2.786, 2.993)  -0.591
C (0.990, 3.143, 4.153)  -0.302
C (0.269, 2.270, 5.048)  0.240
Br (-1.098, 1.200, 4.213)  -0.088
C (0.421, 2.277, 6.378)  -0.712
C (-0.344, 1.543, 7.371)  0.568
C (-0.771, 2.268, 8.485)  -0.485
C (-1.585, 1.683, 9.433)  -0.596
C (-1.948, 0.353, 9.303)  -0.429
C (-1.494, -0.387, 8.224)  -0.627
C (-0.701, 0.201, 7.254)  -0.388
H (3.684, 6.944, 1.141)  0.335
H (3.689, 6.937, -1.130)  0.284
H (2.528, 6.172, -3.159)  0.428
H (0.461, 4.831, -2.970)  0.455
H (-0.397, 4.217, -0.733)  0.738
H (0.645, 5.537, 2.348)  0.513
H (2.356, 3.402, 1.392)  0.188
H (1.177, 4.157, 4.517)  0.410
H (1.149, 2.975, 6.775)  0.482
H (-0.486, 3.305, 8.572)  0.407
H (-1.934, 2.266, 10.270)  0.384
H (-2.581, -0.106, 10.047)  0.391
H (-1.765, -1.427, 8.136)  0.386
H (-0.334, -0.388, 6.429)  0.688

## Properties
Net charge = +1
LUMO level = -4.084 eV
DFT total energy = -6219.88153 Ha
Gap between HOMO and LUMO = 6.005 eV
Multiplicity = 1

***

# 4
Below is C6H8O6Rb as an isolated structure at a distorted geometry, with properties calculated with ωB97M-V with the def2-TZVPD basis set.

Last column: Mulliken charge in e.
Geometry (Å):
O (-1.075, 0.267, -1.630)  -0.480
C (-1.620, -0.320, -0.281)  0.967
C (-1.083, 1.671, -1.525)  -0.411
O (-2.737, -0.904, -0.387)  -0.888
O (-1.648, 0.847, 0.547)  -0.455
C (-0.944, 1.918, -0.032)  -0.233
H (-2.035, 2.073, -1.912)  0.272
H (-0.256, 2.098, -2.110)  0.221
H (-1.394, 2.864, 0.297)  0.331
H (0.112, 1.898, 0.284)  0.033
H (3.066, -0.646, 1.040)  0.295
O (-0.215, -2.207, -0.733)  -0.859
O (1.415, -0.315, -0.271)  -0.685
C (1.980, -0.438, 0.987)  -0.594
C (1.227, -1.591, 1.658)  -0.466
O (-0.148, -1.323, 1.379)  -0.397
C (-0.395, -1.231, 0.047)  0.608
H (1.809, 0.488, 1.576)  0.229
H (1.347, -1.589, 2.748)  0.295
H (1.511, -2.556, 1.212)  0.247
Rb (1.084, -1.004, -2.894)  0.970

## Properties
Net charge = -1
LUMO level = 1.626 eV
DFT total energy = -708.94954 Ha
Gap between HOMO and LUMO = 4.992 eV
Multiplicity = 1

***

# 5
Below is C2H7NO3 as an isolated structure at a distorted geometry, with properties calculated with ωB97M-V with the def2-TZVPD basis set.

Last column: Mulliken charge in e.
Geometry (Å):
H (-0.884, -0.927, 0.291)  0.518
O (-1.046, -1.486, -0.902)  -0.805
N (-0.654, 0.179, 0.972)  -0.523
H (-1.765, -1.597, -1.533)  0.311
H (-0.889, 0.027, 1.961)  0.289
H (-1.224, 0.884, 0.414)  0.327
C (0.754, 0.513, 0.893)  -0.604
H (1.237, 1.240, 1.457)  0.445
H (1.442, -0.343, 1.225)  0.247
C (1.118, 0.630, -0.748)  0.539
O (2.265, 0.863, -1.018)  -0.554
O (0.134, 0.502, -1.633)  -0.645
H (-0.489, -0.484, -1.379)  0.456

## Properties
LUMO level = 0.231 eV
DFT total energy = -360.83247 Ha
Gap between HOMO and LUMO = 9.837 eV
Multiplicity = 1

***

# 6
Below is C2H5NO2P4S as an isolated structure at a distorted geometry, with properties calculated with ωB97M-V with the def2-TZVPD basis set.

Last column: Mulliken charge in e.
Geometry (Å):
C (-2.424, -1.611, 1.527)  0.426
C (-4.657, -1.718, 0.741)  0.641
N (-3.008, -1.995, 2.573)  -0.303
O (-5.641, -1.629, 0.082)  -0.504
O (-3.421, -1.477, 0.240)  -0.297
P (0.791, 1.725, 0.749)  -0.083
P (-0.076, -2.458, -0.428)  -0.090
P (-1.113, 0.755, 0.404)  -0.047
P (-0.746, -1.230, 1.308)  -0.107
S (-4.591, -2.078, 2.475)  0.009
H (1.276, 1.388, -0.535)  0.062
H (1.468, 0.813, 1.516)  0.046
H (-1.127, -2.165, -1.277)  0.079
H (-0.762, -3.435, 0.369)  0.093
H (-1.555, 1.114, 1.703)  0.076

## Properties
LUMO level = -0.335 eV
DFT total energy = -2047.97706 Ha
Gap between HOMO and LUMO = 8.941 eV
Multiplicity = 1

***

Energy above the lowest of the compared OMol25 structures with the same formula, charge and spin (eV)
6.401; 0.693; 1.492; 0.006; 2.209; 0.000